No. 1
One molecule with the formula C22H28N6O3 in a non-equilibrium geometry, computed with the ωB97M-V functional and the def2-TZVPD basis.

Each line ends with the Mulliken charge.
Geometry (Å):
H  -0.686  -3.774  -0.680  0.074
H  0.742  0.825  0.734  -0.701
H  1.753  0.240  -2.712  0.595
H  1.779  -0.474  1.372  0.912
C  1.120  0.274  -1.825  -0.866
H  4.918  -0.702  3.267  0.460
H  0.311  -1.682  -2.235  0.265
H  0.442  -2.153  0.138  -0.079
H  -1.857  -5.920  -0.432  0.398
H  -4.497  1.936  0.610  0.326
H  -2.114  -5.289  -2.060  0.340
H  -3.461  -2.799  -1.446  0.525
C  4.889  -0.980  2.232  -0.490
N  -4.046  -0.037  1.994  -0.478
C  -2.318  -5.119  -1.004  -1.575
H  -2.663  -0.535  -1.594  0.484
C  1.972  4.402  0.533  -0.804
C  4.032  -0.961  0.236  0.339
N  -2.966  -1.805  1.466  0.002
H  -1.990  -2.680  -2.407  0.420
H  -0.707  -0.325  -2.787  0.562
O  1.094  4.190  -0.547  -0.482
C  -0.499  3.060  0.915  -0.701
C  0.009  -1.161  0.343  -0.468
H  6.587  -2.275  1.797  0.452
H  -0.577  -1.226  1.260  0.666
H  2.304  3.456  0.972  0.249
C  -1.771  -3.767  -0.560  0.103
C  -2.886  -0.991  0.436  -0.511
H  0.748  1.291  -1.668  -0.197
C  3.172  -0.600  -0.908  0.621
C  -2.474  2.124  -0.105  0.386
C  -3.767  1.360  0.033  -1.488
C  -1.697  2.373  1.015  -0.426
H  1.514  5.025  1.308  0.349
H  -3.394  -5.164  -0.850  0.386
C  1.161  -0.167  0.533  -0.449
C  -0.857  3.284  -1.451  -0.678
C  -0.065  3.521  -0.324  0.923
C  5.158  -1.743  0.174  -0.459
H  5.528  -2.235  -0.701  0.528
H  -2.637  2.410  -2.223  0.406
O  3.876  -0.494  1.499  -0.291
O  3.620  -0.730  -2.039  -0.701
C  5.707  -1.760  1.473  -0.479
H  -2.025  2.025  1.984  0.461
H  -0.514  3.653  -2.404  0.392
C  -2.180  -1.198  -0.859  0.036
N  -3.571  0.136  0.759  1.010
H  2.831  4.924  0.114  0.274
N  -3.683  -1.183  2.390  -0.829
H  -2.003  -3.606  0.493  0.410
C  -2.041  2.588  -1.340  -0.185
H  -4.189  1.136  -0.952  0.491
N  -0.822  -0.683  -0.741  0.965
N  1.933  -0.097  -0.684  0.211
H  0.080  3.235  1.808  0.463
C  -2.381  -2.638  -1.387  -1.267
C  -0.067  -0.679  -1.977  -0.881

Properties
Electronic energy = -1409.334666 hartree
SMILES = CCC[C@@H](c1nnnn1Cc1ccc(OC)cc1)N1CCN(C(=O)c2ccco2)CC1
Highest occupied orbital energy = -8.569 eV
Max |F| = 1.39 eV Å⁻¹
Gap between HOMO and LUMO = 9.143 eV

---

No. 2
C22H29AlN6O3Te as an isolated structure in a non-equilibrium geometry, computed with the ωB97M-V functional and the def2-TZVPD basis.

Each line ends with the Mulliken charge.
Geometry (Å):
C  -3.683  -2.174  -1.093  0.573
H  4.551  -0.541  -2.332  0.445
C  3.818  5.340  0.301  -0.491
H  5.883  -2.172  1.383  0.425
H  0.570  -2.631  -2.720  0.486
C  -4.980  -2.375  1.389  -1.207
Al  -1.801  -0.356  1.007  0.355
O  -0.895  -0.536  2.777  -0.429
H  3.953  -1.140  2.518  0.421
H  1.289  -4.013  -0.707  0.225
H  -0.983  -0.638  -1.674  0.542
O  -3.195  -0.895  2.094  -0.675
C  4.011  5.084  -1.046  -0.553
C  -5.446  -3.030  0.279  0.055
H  0.147  1.106  -0.111  -0.427
C  4.078  -1.026  1.452  -0.817
H  2.110  2.555  1.134  0.352
C  3.161  -0.282  0.730  0.399
O  -3.112  -2.093  -2.154  -0.648
H  0.374  -3.067  1.443  0.507
H  -6.329  -3.652  0.333  0.467
H  -5.466  -2.442  2.346  0.527
C  -3.832  -1.595  1.204  0.881
C  -1.057  2.480  0.832  -0.531
C  -5.364  -3.659  -2.068  -1.083
H  -6.264  -3.172  -2.446  0.354
C  3.515  3.924  -1.618  -0.567
C  3.125  4.427  1.077  -0.841
H  -1.502  2.634  1.818  0.402
Te  2.042  1.223  -1.745  0.373
N  -3.235  -1.518  0.017  -0.098
C  -2.147  2.444  -0.229  -0.781
H  -0.011  -0.533  3.162  0.311
C  2.625  3.271  0.506  0.054
H  0.302  1.140  1.515  0.284
N  -2.822  1.137  -0.087  -0.201
C  4.408  -0.679  -1.269  -0.557
N  -4.843  -2.951  -0.913  0.048
H  -1.698  2.518  -1.222  0.324
C  -0.441  -1.418  -1.177  -0.377
H  2.970  4.609  2.128  0.406
H  4.559  5.783  -1.658  0.403
C  5.161  -1.607  0.815  -0.492
C  0.213  -2.654  0.466  -0.538
H  -3.732  1.275  0.353  0.363
C  2.819  3.014  -0.841  0.333
H  6.144  -1.901  -1.062  0.428
H  -3.042  0.754  -1.007  0.269
H  4.215  6.237  0.748  0.417
N  -0.499  -1.573  0.183  0.759
H  -0.347  3.285  0.629  0.399
C  3.333  -0.083  -0.629  0.119
H  -1.528  -0.789  3.464  0.353
H  2.312  0.160  1.239  0.174
C  0.307  -2.423  -1.704  -0.959
C  5.311  -1.446  -0.552  -0.627
H  -5.593  -4.691  -1.808  0.403
N  -0.416  1.159  0.793  0.072
H  3.683  3.733  -2.668  0.423
H  -4.602  -3.636  -2.845  0.335
H  -2.838  3.280  -0.100  0.399
N  0.711  -3.186  -0.651  0.033

Properties
Charge = +2
Electronic energy = -1920.147530 hartree
Highest occupied orbital energy = -13.271 eV
Max |F| = 1.06 eV Å⁻¹
Gap between HOMO and LUMO = 7.953 eV

---

No. 3
A 2-piece molecular cluster, C22H29F2N2 overall in a non-equilibrium geometry, computed with the ωB97M-V functional and the def2-TZVPD basis.

Each line ends with the Mulliken charge.
Geometry (Å):
C  -2.018  -3.532  -0.824  -0.687
H  1.583  0.778  -2.406  0.276
C  4.499  2.891  2.186  -1.465
H  0.117  -1.041  -3.001  0.419
C  -5.234  2.818  1.869  -1.463
H  -0.945  -3.736  -2.688  0.367
F  1.958  3.973  2.467  -0.351
H  2.230  -0.708  0.179  0.288
F  -3.111  3.829  0.352  -0.321
C  -3.874  0.701  2.036  -0.727
H  -0.217  -1.019  1.464  0.733
C  -0.330  -0.094  0.886  -0.203
H  -2.105  -4.290  -0.039  0.254
C  -1.641  0.579  1.101  0.633
C  -1.944  -2.140  -0.172  -0.412
C  0.844  2.036  1.660  -0.872
H  -0.100  2.498  1.950  0.547
C  -4.045  1.996  1.528  0.736
C  -0.710  -3.679  -1.618  -0.675
H  4.161  -1.676  -2.558  0.342
H  -1.819  -2.264  0.917  0.209
H  -2.884  -1.576  -0.285  0.366
H  4.483  3.075  3.269  0.333
H  3.304  0.433  -2.733  0.322
C  -3.023  2.511  0.733  0.368
H  5.393  2.303  1.968  0.381
C  3.330  0.940  1.043  -1.038
N  -0.796  -1.501  -0.745  0.046
C  0.126  -2.406  -1.331  0.684
C  3.198  -2.140  -2.801  -1.123
H  -2.497  -0.906  2.440  0.532
H  -2.905  -3.592  -1.466  0.275
H  3.121  -3.101  -2.277  0.313
C  0.786  -1.822  -2.597  -1.782
H  -0.153  -4.578  -1.329  0.352
H  -4.983  3.571  2.632  0.304
C  -1.883  1.788  0.416  -0.889
C  3.287  2.174  1.712  0.738
H  -6.011  2.162  2.280  0.391
C  2.024  2.708  1.937  0.135
H  -5.640  3.348  0.998  0.348
H  2.074  0.127  -4.003  0.353
H  4.305  0.513  0.797  0.352
C  2.276  0.094  -2.915  -1.105
C  2.162  0.247  0.716  -0.109
H  0.848  -2.630  -3.355  0.461
C  0.889  0.750  1.064  0.615
H  -4.715  0.230  2.552  0.344
C  -2.657  0.043  1.907  -0.606
H  4.601  3.867  1.699  0.319
H  -0.440  -0.541  -0.488  -0.062
N  2.122  -1.249  -2.357  0.483
H  -1.152  2.206  -0.277  0.691
H  0.937  -2.638  -0.601  0.216
H  3.171  -2.327  -3.892  0.363

Properties
Charge = +1
Electronic energy = -1164.602995 hartree
Highest occupied orbital energy = -11.383 eV
Max |F| = 4.88 eV Å⁻¹
Gap between HOMO and LUMO = 5.992 eV

---

No. 4
One molecule with the formula C22H29FN2O4, computed with the ωB97M-V functional and the def2-TZVPD basis.

Each line ends with the Mulliken charge.
Geometry (Å):
H  5.121  1.012  -2.381  0.406
H  -0.101  -1.810  -1.948  0.397
C  3.591  -1.002  0.520  0.112
N  -2.711  1.508  1.247  -0.003
H  -5.422  -3.538  -0.644  0.436
H  3.264  -0.187  3.208  0.266
C  3.253  -1.307  -0.795  0.216
N  -3.455  -0.839  0.183  0.340
C  4.483  0.026  0.791  0.490
O  4.873  0.410  2.040  -0.444
H  -2.354  0.577  1.432  0.259
C  -4.141  -2.108  0.335  -0.696
O  -0.836  -0.807  1.166  -0.552
H  5.735  1.539  -0.042  0.430
C  1.394  2.477  -1.258  0.399
C  5.041  0.745  -0.269  -0.361
C  0.145  -1.465  -0.933  -0.694
H  -3.390  -2.867  0.564  0.322
C  -1.096  -1.495  -0.038  0.777
H  -5.227  0.152  0.598  0.493
C  4.354  -0.280  3.149  -0.781
H  2.107  -2.561  -2.119  0.400
C  2.303  -2.453  -1.044  -1.155
C  -2.315  -0.859  -0.717  -1.296
O  1.082  -2.336  -0.337  -0.298
C  -4.345  0.282  -0.036  -0.454
C  1.640  2.122  0.055  -0.267
H  -2.059  0.171  -0.976  0.255
H  -4.362  -2.674  -1.754  0.281
H  -2.517  -1.403  -1.652  0.448
H  -1.860  3.295  -1.062  0.511
C  -0.879  2.965  -0.757  -0.514
C  -0.663  2.610  0.571  0.622
H  -1.304  -2.552  0.187  0.050
H  -4.792  -2.016  1.209  0.475
H  -4.693  0.378  -1.076  0.323
H  2.749  -3.384  -0.675  0.363
C  4.697  0.443  -1.569  -0.571
C  -3.707  1.616  0.350  0.183
F  2.402  2.415  -2.158  -0.334
H  -1.482  2.544  2.564  0.456
H  -5.777  -1.866  -1.074  0.289
C  3.799  -0.579  -1.838  -0.632
O  -4.113  2.671  -0.100  -0.698
H  4.802  0.188  4.024  0.249
H  3.529  -0.808  -2.858  0.360
C  -4.978  -2.571  -0.864  -1.111
H  3.143  -1.584  1.310  0.448
C  -1.827  2.621  1.531  -1.422
H  -0.007  3.171  -2.713  0.469
H  4.627  -1.340  3.128  0.331
H  0.539  -0.441  -0.995  0.029
C  0.598  2.184  0.964  -0.500
H  0.771  1.904  1.992  0.393
H  0.010  -1.132  1.495  0.376
C  0.147  2.898  -1.681  -0.789
H  2.628  1.804  0.344  0.512
H  -2.412  3.536  1.403  0.405

Properties
Electronic energy = -1366.056761 hartree
SMILES = CCN(CC(=O)NCc1ccc(F)cc1)C[C@H](O)COCc1cccc(OC)c1
Highest occupied orbital energy = -8.685 eV
Max |F| = 0.71 eV Å⁻¹
Gap between HOMO and LUMO = 9.232 eV